(1)
The following is a quantum chemistry calculation of the molecule CClFS in a non-equilibrium geometry, from the Open Molecules 2025 dataset.

ORCA input file:
```
! wB97M-V def2-TZVPD RIJCOSX def2/J DEFGRID3
* xyz 0 1
Cl 0.06 0.33 1.08
S -0.76 2.39 -0.01
F 1.34 -0.82 -0.71
C 0.20 -0.93 -0.04
*
```

Summary:
- Energy above the lowest of the compared OMol25 structures with the same formula, charge and spin: 0.041 eV
- LUMO energy (alpha / beta): -2.6 / -2.6 eV
- Maximum force: 0.0512 hartree/bohr
- Highest occupied orbital energy (alpha / beta): -9.81 / -9.83 eV
- Total energy: -996.13179 Eh
- Gap between HOMO and LUMO (alpha / beta): 7.20 / 7.22 eV

---

(2)
The following is a quantum chemistry calculation of a cluster of 2 separate species, C5H12NO in total in a non-equilibrium geometry, from the Open Molecules 2025 dataset.

ORCA input file:
```
! wB97M-V def2-TZVPD RIJCOSX def2/J DEFGRID3
* xyz 1 1
O 0.26 -0.14 -1.53
N 0.48 -0.01 0.54
C 1.18 1.21 0.52
C -1.39 1.60 0.28
C -0.46 -1.15 -1.94
C 0.86 -1.34 0.89
C -0.19 1.16 1.01
H 2.02 1.69 1.20
H -0.39 1.30 2.13
H -1.14 1.29 -0.77
H 1.56 -1.56 0.10
H -0.33 -2.00 -1.20
H -1.50 -0.96 -2.18
H 1.39 -1.37 1.83
H 0.09 -1.62 -2.78
H -0.09 -1.93 0.85
H -2.34 1.19 0.76
H 1.41 1.47 -0.52
H -1.53 2.70 0.10
*
```

Summary:
- Energy above the lowest of the compared OMol25 structures with the same formula, charge and spin: 6.408 eV
- LUMO energy (alpha / beta): -7.3 / -7.3 eV
- Maximum force: 0.0726 hartree/bohr
- Highest occupied orbital energy (alpha / beta): -15.37 / -15.37 eV
- Total energy: -327.22409 Eh
- Gap between HOMO and LUMO (alpha / beta): 8.11 / 8.12 eV

---

(3)
The following is a quantum chemistry calculation of a cluster of 5 separate species, C2H13NO4 in total in a non-equilibrium geometry, from the Open Molecules 2025 dataset.

ORCA input file:
```
! wB97M-V def2-TZVPD RIJCOSX def2/J DEFGRID3
* xyz 0 1
O 3.23 -2.81 0.69
O -0.92 2.47 -0.39
O -2.82 1.01 -2.04
O 1.97 1.12 -0.02
N 0.27 -1.55 0.00
C -1.24 -0.04 1.16
C -0.89 -0.80 0.12
H 4.14 -3.01 0.93
H 2.33 1.73 -0.67
H -2.15 0.52 1.12
H -1.68 -1.05 -0.59
H 1.16 -1.09 0.04
H -3.67 1.29 -1.69
H -0.41 1.78 0.07
H 0.25 -2.45 -0.46
H 1.26 0.67 -0.49
H 2.82 -2.64 1.54
H -2.14 1.51 -1.56
H -0.63 0.16 2.03
H -0.88 3.21 0.23
*
```

Summary:
- SMILES: C=CN.O.O.O.O
- Energy above the lowest of the compared OMol25 structures with the same formula, charge and spin: 1.307 eV
- LUMO energy: 0.7 eV
- Maximum force: 0.0318 hartree/bohr
- Highest occupied orbital energy: -8.48 eV
- Total energy: -439.67478 Eh
- Gap between HOMO and LUMO: 9.15 eV

---

(4)
The following is a quantum chemistry calculation of the molecule C3H5F2N in a non-equilibrium geometry, from the Open Molecules 2025 dataset.

ORCA input file:
```
! wB97M-V def2-TZVPD RIJCOSX def2/J DEFGRID3
* xyz 0 1
F 0.21 1.69 0.95
F -1.05 1.51 -0.83
N 0.55 -0.96 0.45
C 0.90 0.08 -0.60
C -0.26 0.85 -0.01
C -0.82 -0.43 0.61
H -1.27 -0.30 1.62
H -1.58 -0.84 -0.08
H 0.66 -1.92 0.11
H 0.69 -0.11 -1.63
H 1.96 0.43 -0.59
*
```

Summary:
- SMILES: FC1(F)CNC1
- Energy above the lowest of the compared OMol25 structures with the same formula, charge and spin: 0.305 eV
- LUMO energy: 1.0 eV
- Maximum force: 0.0316 hartree/bohr
- Highest occupied orbital energy: -9.68 eV
- Total energy: -371.75718 Eh
- Gap between HOMO and LUMO: 10.69 eV